Entry 1:
The following is a quantum chemistry calculation of a cluster of 2 separate species, C6H10O in total, from the Open Molecules 2025 dataset.

Output
max |F| = 0.3 eV Å⁻¹
frontier orbital gap = 9.4 eV
total charge = 0
HOMO = -8.49 eV
E = -8426.63025 eV
molecular weight = 98.1 Da
relative energy (zero: lowest compared OMol25 entry of this formula, charge and spin) = 4.610 eV

The geometry in XYZ format:
```
17
Properties=species:S:1:pos:R:3:forces:R:3
H -2.00737 2.02828 0.58712 0.110 -0.103 -0.054
H -0.15698 -3.66408 -0.62822 -0.023 0.022 0.004
H 0.45003 2.62400 0.08828 -0.060 -0.130 -0.042
H 1.69678 -1.47603 0.26875 -0.036 0.127 -0.086
H 0.18076 1.64150 -1.37477 -0.009 0.006 0.151
C -1.51961 -0.75596 -0.11385 0.001 0.304 0.057
H -0.90758 -0.20866 1.99576 0.023 0.020 -0.163
C 0.09297 1.66062 -0.28401 0.051 0.087 -0.077
C 1.47471 -0.58895 -0.33415 0.014 -0.034 -0.027
C -1.30585 1.28097 0.21401 -0.062 0.256 0.056
C 0.68239 0.43282 0.46692 0.153 -0.027 0.001
H -0.60007 -3.06518 -0.55719 0.059 -0.124 -0.019
C -0.75844 0.04916 0.94686 -0.054 -0.170 0.165
H 1.26949 0.76337 1.33017 -0.101 -0.046 -0.123
H 0.92156 -0.92123 -1.21932 0.067 0.052 0.129
H 2.42495 -0.15762 -0.66945 -0.133 -0.047 0.056
O -1.93774 0.35698 -0.71691 -0.002 -0.193 -0.029
```
Forces are in eV/Å.

Entry 2:
The following is a quantum chemistry calculation of the molecule C4H10FNOS at a distorted geometry, from the Open Molecules 2025 dataset.

Output
max |F| = 4.9 eV Å⁻¹
frontier orbital gap = 10.4 eV
total charge = 0
HOMO = -9.54 eV
E = -21398.55402 eV
molecular weight = 139.2 Da
relative energy (zero: lowest compared OMol25 entry of this formula, charge and spin) = 1.249 eV

The geometry in XYZ format:
```
18
Properties=species:S:1:pos:R:3:forces:R:3
H -0.56152 1.62607 1.30384 -1.554 1.713 1.285
H 0.04013 -2.67784 1.00905 -0.829 -1.399 2.145
H 0.11624 1.30767 -1.31329 -0.380 0.364 -1.561
C 0.36244 2.13649 -0.69091 -2.505 0.122 2.359
C 0.20771 -2.42387 0.02260 2.060 -0.496 0.948
H -0.70465 -2.41216 -0.44512 -1.804 -0.358 -1.704
H 1.13554 1.16435 1.34711 -1.379 0.973 -1.462
F -1.79407 -0.23227 -1.54397 -0.192 0.050 0.482
H 0.94913 -3.10823 -0.35102 -0.029 -0.312 -0.512
H 1.30573 2.48556 -0.87460 2.712 0.482 -0.320
S -1.81808 -0.32974 0.15174 1.701 -1.745 -1.092
H -0.26912 3.07931 -0.76576 0.186 -1.649 0.026
C 0.77824 -1.09629 0.18617 2.513 4.123 -0.868
H 1.48266 -0.89494 1.10275 -0.770 -1.147 -1.828
N -0.20887 -0.05282 0.39756 -1.837 0.316 0.550
C 0.19635 1.35152 0.66685 3.082 -2.006 -0.295
O -2.52255 0.82249 0.57481 -0.875 1.688 0.499
H 1.30469 -0.74532 -0.77781 -0.101 -0.719 1.348
```
Forces are in eV/Å.